A | Computed, not measured: C5H8O as an isolated structure, with the ωB97M-V functional and the def2-TZVPD basis.

```
14
Properties=species:S:1:pos:R:3:lowdin_charge:R:1
O -0.844 0.297 1.818 -0.076
C 0.091 1.260 1.233 -0.166
C -0.992 1.647 0.259 -0.053
C -1.748 0.735 0.875 -0.164
C 0.532 -1.100 -1.332 -0.094
C 1.466 -2.013 -1.090 -0.073
H -1.095 2.345 -0.557 0.090
H -2.746 0.311 0.828 0.119
H 1.247 -2.915 -0.523 0.048
H -0.486 -1.209 -0.967 0.046
H 0.961 0.735 0.829 0.106
H 0.746 -0.198 -1.901 0.053
H 0.384 2.004 1.980 0.120
H 2.485 -1.901 -1.453 0.045
```

## Properties
Lowest unoccupied orbital energy ... 1.1547 eV
Gap between HOMO and LUMO ... 0.372 Ha



B | Computed, not measured: C5H8O as an isolated structure, with the ωB97M-V functional and the def2-TZVPD basis.

```
14
Properties=species:S:1:pos:R:3:lowdin_charge:R:1
O -0.486 1.973 -0.311 -0.110
C 1.209 -0.851 -0.100 -0.089
C -0.038 -1.495 0.439 -0.082
C -0.587 0.811 -1.153 -0.115
C -0.070 -0.065 -0.003 -0.369
C -0.403 1.144 0.856 -0.133
H 2.059 -0.662 0.550 0.103
H -1.623 0.680 -1.498 0.119
H 1.493 -1.165 -1.106 0.105
H 0.301 1.511 1.609 0.124
H 0.083 0.875 -2.016 0.119
H -0.506 -2.307 -0.108 0.100
H -0.058 -1.618 1.522 0.105
H -1.403 1.041 1.312 0.124
```

## Properties
Lowest unoccupied orbital energy ... 1.0727 eV
Gap between HOMO and LUMO ... 0.390 Ha



On energetic grounds, B is preferred over the next structure by 78.4 kJ/mol.



A | Computed, not measured: a 2-piece molecular cluster, C5H8O overall, with the ωB97M-V functional and the def2-TZVPD basis.

```
14
Properties=species:S:1:pos:R:3:lowdin_charge:R:1
O 0.351 0.820 1.802 -0.032
C -0.850 0.607 1.586 -0.227
C -1.441 0.200 0.320 -0.110
C 0.527 -0.994 -0.408 -0.252
C 0.685 0.446 -0.941 -0.149
C -0.918 -0.987 -0.079 -0.092
H 0.766 1.082 0.379 0.188
H -1.608 -1.798 -0.264 0.111
H -2.488 0.409 0.159 0.103
H 1.181 -1.100 0.469 0.111
H 1.705 0.762 -1.086 0.024
H 0.167 0.546 -1.937 0.083
H 0.781 -1.807 -1.103 0.105
H -1.543 0.648 2.447 0.137
```

## Properties
Lowest unoccupied orbital energy ... 0.3102 eV
Gap between HOMO and LUMO ... 0.319 Ha



B | Computed, not measured: the molecule C5H8O, with the ωB97M-V functional and the def2-TZVPD basis.

```
14
Properties=species:S:1:pos:R:3:lowdin_charge:R:1
O -1.146 -0.340 1.321 -0.100
C -0.861 -1.305 0.483 0.001
C -0.442 -0.171 -1.572 -0.072
C -0.233 0.821 1.268 -0.146
C 0.305 -0.765 -0.355 -0.379
C 0.985 0.194 0.634 -0.148
H 1.729 0.894 0.247 0.120
H -0.926 -0.998 -2.102 0.080
H 1.461 -0.438 1.393 0.118
H 0.983 -1.547 -0.709 0.128
H -0.701 1.597 0.648 0.119
H -1.242 0.514 -1.270 0.075
H -0.122 1.189 2.289 0.122
H 0.210 0.354 -2.276 0.082
```

## Properties
Lowest unoccupied orbital energy ... 0.9406 eV
Gap between HOMO and LUMO ... 0.344 Ha



On energetic grounds, B is preferred over the next structure by 194.2 kJ/mol.